A cluster of 12 separate species, C36H103N7O15 in total at a distorted geometry, computed with the ωB97M-V functional and the def2-TZVPD basis.

2S+1: 2
DFT total energy: -2944.72173 Ha
Total charge: +1

Geometry (Å):
C (0.20284, 5.35177, -1.70800)
O (-0.72845, 5.99986, -0.85476)
H (-0.42000, 4.66648, -2.28295)
H (0.81494, 6.04820, -2.28106)
H (0.91477, 4.70391, -1.19660)
H (-0.22797, 6.68445, -0.40481)
C (-4.97194, -4.95969, -0.06972)
O (-4.95613, -4.82272, -1.49623)
H (-4.11412, -4.40547, 0.31116)
H (-5.87266, -4.65332, 0.46221)
H (-4.94663, -6.02621, 0.15383)
H (-5.47317, -4.04350, -1.71320)
C (3.91405, 2.68034, -1.65737)
C (3.72543, 1.26010, -1.06140)
C (3.87241, 1.21244, 0.48186)
O (5.11724, 1.59660, 0.86907)
C (5.40262, 1.53384, 2.24575)
N (2.47036, 0.64813, -1.47059)
H (4.89158, 3.09495, -1.41113)
H (3.16458, 3.33871, -1.21812)
H (3.75790, 2.63719, -2.73527)
H (4.47344, 0.55833, -1.43031)
H (3.66518, 0.19981, 0.82787)
H (3.09337, 1.76300, 1.00920)
H (5.25183, 0.54237, 2.67276)
H (4.90422, 2.31233, 2.82338)
H (6.43977, 1.83576, 2.39156)
H (2.65217, -0.33086, -1.30141)
H (1.76729, 0.76731, -0.75533)
C (4.22651, -2.53881, -2.64033)
C (3.20467, -3.65584, -2.30335)
C (1.87019, -3.06128, -1.80908)
O (1.87685, -2.21629, -0.70720)
C (2.50533, -2.74826, 0.45327)
N (3.11888, -4.51173, -3.49121)
H (3.93024, -1.92559, -3.49138)
H (5.15855, -2.92046, -3.05716)
H (4.35208, -1.85768, -1.79867)
H (3.65737, -4.25523, -1.51347)
H (1.08773, -3.81810, -1.75354)
H (1.45637, -2.36907, -2.54236)
H (3.58898, -2.68513, 0.35420)
H (2.30821, -3.79876, 0.66703)
H (2.24159, -2.13910, 1.31783)
H (2.80701, -5.43220, -3.21630)
H (4.11466, -4.59373, -3.63890)
C (-0.11295, 2.34310, 0.73848)
C (-0.56613, 0.84922, 0.58059)
C (-1.24542, 0.46940, -0.80969)
O (-2.25971, -0.52357, -0.68118)
C (-1.85496, -1.88495, -0.77106)
N (0.67798, 0.07588, 0.76748)
H (-0.96366, 3.02164, 0.80152)
H (0.45494, 2.65492, -0.13808)
H (0.44305, 2.50445, 1.66202)
H (-1.20222, 0.63356, 1.43907)
H (-0.51574, 0.33815, -1.60871)
H (-1.78808, 1.37854, -1.06874)
H (-0.91448, -2.14515, -0.28538)
H (-1.62587, -2.09481, -1.81584)
H (-2.69473, -2.52092, -0.49102)
H (0.43419, -0.90310, 0.81515)
H (1.15501, 0.17892, 1.65175)
C (0.39086, 1.23381, 4.49909)
C (1.87373, 1.01479, 4.29878)
C (2.78914, 0.94449, 5.53073)
O (2.70016, 2.23788, 6.19583)
C (3.12948, 2.30598, 7.54253)
N (1.96140, -0.25062, 3.51656)
H (-0.00578, 0.50697, 5.20796)
H (-0.07643, 1.18326, 3.51564)
H (0.28183, 2.23881, 4.90674)
H (2.20416, 1.81135, 3.63213)
H (3.79282, 0.79404, 5.13313)
H (2.38893, 0.13886, 6.14627)
H (2.96529, 3.34162, 7.84017)
H (4.15792, 1.97536, 7.68772)
H (2.44405, 1.72101, 8.15580)
H (2.81704, -0.78709, 3.52941)
H (1.48482, -0.95091, 4.06662)
C (-1.01903, 6.38184, 5.81328)
C (0.56439, 6.32260, 5.67662)
C (1.06254, 6.77998, 4.34541)
O (0.12164, 6.44897, 3.28837)
C (0.27822, 5.10793, 2.82648)
N (1.11179, 7.02859, 6.74075)
H (-1.41407, 5.99779, 6.75378)
H (-1.57691, 5.80340, 5.07689)
H (-1.41612, 7.39625, 5.77594)
H (0.92326, 5.29541, 5.74139)
H (2.06839, 6.44322, 4.09449)
H (1.12778, 7.86793, 4.35983)
H (0.22241, 4.27149, 3.52315)
H (1.29479, 5.13072, 2.43385)
H (-0.36531, 5.02276, 1.95085)
H (0.73052, 7.96112, 6.66916)
H (0.61547, 6.70825, 7.55998)
C (1.45480, -7.21026, 0.41628)
C (-0.01356, -6.89686, 0.29936)
C (-0.42373, -5.45007, 0.68381)
O (0.05242, -5.10088, 2.01086)
C (-0.57408, -3.90696, 2.48336)
N (-0.44628, -7.17576, -1.03740)
H (1.78365, -8.22118, 0.17544)
H (1.79281, -7.05273, 1.44050)
H (2.01062, -6.51530, -0.21316)
H (-0.46996, -7.53678, 1.05455)
H (-1.50888, -5.34850, 0.66839)
H (-0.02649, -4.71572, -0.01691)
H (-0.41435, -3.78279, 3.55442)
H (-1.62567, -3.75277, 2.24155)
H (0.00787, -3.12907, 1.98907)
H (0.14065, -6.71426, -1.71757)
H (-1.30865, -6.68866, -1.23524)
C (-5.85665, 0.27772, -3.95918)
C (-4.61357, -0.32332, -3.31077)
C (-3.27512, 0.40814, -3.76054)
O (-3.09602, 0.41901, -5.16326)
C (-2.56321, -0.81510, -5.73175)
N (-4.73271, -0.10832, -1.88723)
H (-5.88085, 1.36637, -4.00772)
H (-6.72372, -0.10233, -3.41894)
H (-6.06781, -0.10309, -4.95843)
H (-4.49942, -1.37856, -3.55887)
H (-2.40247, -0.04184, -3.28713)
H (-3.28163, 1.46732, -3.50326)
H (-2.02034, -0.54779, -6.63837)
H (-3.31686, -1.56410, -5.97485)
H (-1.79168, -1.23717, -5.08777)
H (-3.84411, -0.24193, -1.42610)
H (-4.95425, 0.86847, -1.75724)
C (-3.76253, 2.71148, 0.36418)
C (-5.11006, 3.09336, -0.26630)
O (-5.24546, 2.62842, -1.59514)
O (-3.61570, 3.11690, 1.70399)
H (-2.99369, 3.11857, -0.29252)
H (-3.64413, 1.62793, 0.36711)
H (-5.28739, 4.16854, -0.29192)
H (-5.95327, 2.81446, 0.36561)
H (-5.95549, 3.06293, -2.07331)
H (-3.53204, 4.07044, 1.77728)
C (0.32461, 1.46187, -4.16373)
C (1.50472, 0.98608, -5.01240)
O (2.11157, -0.04505, -4.23670)
O (0.81652, 2.29023, -3.14775)
H (-0.24625, 0.60564, -3.80442)
H (-0.34558, 2.14620, -4.68396)
H (2.14544, 1.82091, -5.29637)
H (1.21695, 0.53911, -5.96398)
H (2.28727, 0.19181, -3.32312)
H (1.35929, 1.77471, -2.54672)
C (-2.11211, -5.09243, -3.71401)
C (-0.77470, -4.41294, -3.91578)
O (-0.68533, -4.13637, -5.31376)
O (-2.33363, -5.29313, -2.32903)
H (-2.22601, -6.02469, -4.26720)
H (-2.95792, -4.52882, -4.10779)
H (0.07072, -5.00949, -3.57300)
H (-0.78975, -3.49909, -3.32187)
H (0.14033, -3.66142, -5.43343)
H (-3.25839, -5.14164, -2.12052)

Force components x, y, z for each atom (eV/Å):
-0.3335 -0.7262 -0.0064
0.4800 0.1973 0.2796
0.4053 0.2450 -0.5937
-0.3800 0.0238 -0.4156
0.0410 -0.0094 0.5010
-0.2361 0.2004 0.3014
0.2216 -0.5105 0.1697
-0.6721 0.2218 0.2424
0.0301 -0.2948 0.4309
-0.2253 0.5548 -0.5434
0.6220 0.0448 -0.0551
-0.0387 -0.0082 -0.1953
-0.1641 -0.9222 0.5661
0.7217 0.8078 0.6006
-1.3330 -0.6077 -0.4059
1.8224 0.6657 0.2203
0.5317 0.6856 -0.0068
0.1803 -0.2393 -0.0958
-0.0017 -0.1314 -0.1092
-0.1534 0.1204 -0.0472
0.1148 0.1073 0.0189
0.5067 0.4180 -0.1981
0.0403 -0.7031 -0.1328
-0.3602 0.7448 -0.1454
-0.1833 -0.1374 0.0047
-0.8301 -0.1149 0.0323
0.2104 -0.4382 -0.3412
-0.3995 -0.6435 -0.3526
-0.4195 0.3267 0.4665
-0.7026 0.1811 -0.4070
0.6741 1.1252 0.4592
-0.5160 0.0465 -1.9862
0.4488 -0.3654 1.5881
0.6976 0.1600 0.1310
-0.2742 0.5569 0.3266
-0.8153 0.1019 0.0392
0.3557 -0.3274 0.8278
0.4442 -0.1684 0.0551
-0.0970 0.0740 0.5464
0.0797 -0.5816 0.5406
0.3010 -0.1625 -0.8259
0.2236 0.1016 -0.0508
-0.5628 -0.1095 -0.1700
-0.2327 0.0332 -0.1042
-0.1385 -0.2650 -0.0227
0.0775 -0.6370 -0.9559
-1.1340 -0.4994 -0.8609
1.5832 0.3123 0.4180
0.0044 1.8103 1.9784
0.2240 -0.1079 0.1973
0.3263 -0.0915 -1.1369
-0.5314 -0.6888 -0.7284
-0.1698 -0.0694 -0.0578
0.2966 0.0043 0.1034
0.2147 -0.3092 -0.1350
-0.8779 -0.0325 -0.3587
0.1409 -0.6628 0.1072
-0.1322 0.0113 -0.2601
-0.2290 0.2210 0.6702
-0.1164 -0.1783 -0.3509
0.1863 0.0857 0.3012
0.0459 -0.3732 -0.4119
-0.1188 0.6913 0.5541
0.6783 0.6336 0.5751
0.6326 -0.7896 -0.8617
-1.2616 1.9745 -0.2095
0.1469 -1.0169 -0.9262
-0.7958 -0.0772 -0.1780
-0.1675 -0.8297 0.4418
-0.2890 -0.0395 -0.1185
-0.2838 -0.1217 0.2237
-0.3747 -0.0541 0.1044
0.3660 0.1368 0.0475
0.2540 -0.3378 0.4805
0.4401 -0.1622 0.4106
0.4375 0.0052 -0.0041
0.0843 0.1095 -0.0002
0.1407 -0.3340 0.2554
1.3219 0.9895 -0.2808
-1.2444 -0.0548 0.1298
0.1462 -0.5795 -0.6626
-2.5312 -2.1619 -0.7577
-1.0074 1.1090 -1.3057
0.3609 -0.3385 1.0639
1.1112 1.3625 -1.0394
0.9662 1.4472 1.7062
0.6557 -0.1734 0.3989
0.2294 0.0610 -0.3330
0.3561 0.2720 -0.2870
-0.4254 -0.4399 0.3522
0.0520 -0.3844 0.0978
-0.1763 0.2139 -0.1888
-0.5383 0.2455 0.3833
0.3501 -0.7388 -0.2509
-0.2696 -0.3189 0.3039
0.3379 0.6939 -0.0464
0.3967 -0.2880 0.5251
0.9025 0.8143 0.5964
0.2058 0.3960 0.7412
1.0421 -0.1354 1.1742
-1.3763 -0.4640 -0.2143
1.5211 0.1720 -0.4949
-0.7989 -0.1852 -0.6466
-0.6157 -0.0552 -0.3162
0.0058 0.2040 0.0628
0.2923 0.0724 -0.1677
-0.6372 -0.2402 -0.2935
-0.2400 -0.2071 -0.0783
0.2059 0.0789 -0.3786
-0.0581 -0.3640 -0.0130
-0.1737 -0.5088 -0.0885
-0.2663 0.7814 0.0196
0.7400 -0.0972 0.0249
-0.5945 -0.2780 0.0982
-0.5645 -0.7249 -0.6330
-1.8170 0.1968 0.7037
1.6596 0.8795 -1.6289
-0.4700 -1.3330 0.7849
0.5672 0.6241 0.1383
1.6128 0.3097 -2.6445
0.2067 -0.0839 0.1866
-0.0320 0.3075 0.3258
0.5869 0.1175 -0.1866
0.2449 -0.0994 0.0626
-0.1756 -0.3676 0.2184
-0.4921 -0.0549 0.3256
-0.3883 0.2193 -0.0949
-0.2294 0.1854 0.1717
-0.1843 -0.1183 0.3668
0.8337 -1.1879 1.2762
-1.3076 0.9613 0.6237
-0.3216 0.1979 -0.6863
-1.0053 1.3159 1.0286
0.6373 -1.0225 -0.4658
-0.2684 -0.2569 -0.1200
0.2892 0.1253 0.0384
-0.0776 -0.1141 0.0428
0.7857 0.3997 0.0658
0.0167 -0.8854 0.0891
-0.0632 0.2174 0.2432
0.0337 0.1872 -0.1712
0.3242 1.2926 -1.1926
-0.8236 -0.7626 0.7676
0.4774 -0.6249 -1.5173
-0.5328 0.4851 0.7059
-0.0029 -0.2758 0.1258
-0.2090 -0.3064 -0.5169
0.2802 0.1236 0.4773
-0.2652 -0.2487 0.0799
0.0367 0.7422 0.5201
0.5506 -0.4140 0.3062
-0.7449 -0.4497 0.1801
-0.8012 0.0481 -0.6200
0.1386 0.1938 0.5058
0.6458 0.0298 0.2368
0.6107 -0.3279 0.0381
0.2482 0.7552 -0.2213
-0.0464 -0.2587 0.0087
0.1155 0.2495 0.0449
0.2370 -0.0116 -0.2787
-0.4443 0.0030 0.0027